a.
ORCA calculation (the ωB97M-V functional and the def2-TZVPD basis) on a cluster of 2 separate species, C5H11O2 in total.

Positions of all 18 atoms, in Å:
C  -0.6548  -1.3438  -0.6366
O  -1.4765  -2.2197  0.0232
C  -0.8715  0.0743  0.0834
C  -0.4426  1.2844  -0.7522
C  1.1116  1.4932  -0.8462
C  1.9329  2.0905  0.0314
H  0.3880  -1.5885  -0.5022
H  -0.9272  -1.1639  -1.7121
H  -0.3045  0.1503  1.0557
H  -1.8434  0.2346  0.3544
H  -0.9116  1.2555  -1.8057
H  -0.7926  2.2260  -0.2868
H  1.5593  0.6799  -1.4669
H  1.7283  2.7263  0.8528
H  3.0418  2.3150  -0.3270
H  0.1749  -2.5333  2.3120
H  -1.0086  -2.6730  1.2895
O  -0.7033  -3.0078  2.3332

Computed properties:
- highest occupied orbital energy (eV) = -3.35
- total charge = -1
- lowest unoccupied orbital energy (eV) = 3.655

=====

b.
ORCA calculation (the ωB97M-V functional and the def2-TZVPD basis) on a cluster of 2 separate species, C5H11O2 in total.

Positions of all 18 atoms, in Å:
C  -1.0443  2.9397  0.5874
C  -1.3312  2.0577  -0.6565
O  -2.1780  1.1483  -0.5134
O  -0.6476  2.3412  -1.6695
H  -0.8312  3.9607  0.2650
H  -0.1437  2.5540  1.0830
H  -1.8556  2.8838  1.3106
C  0.4059  -1.1288  -0.0608
C  -0.1872  -2.4792  0.2922
C  1.8968  -1.1636  -0.3340
H  -0.1382  -0.7435  -0.9292
H  0.1886  -0.3605  0.6827
H  0.2799  -2.9012  1.1880
H  0.0093  -3.1918  -0.5103
H  2.1535  -1.9140  -1.0867
H  2.2332  -0.1803  -0.6557
H  -1.2634  -2.4070  0.4283
H  2.4534  -1.4158  0.5788

Computed properties:
- highest occupied orbital energy (eV) = -3.90
- total charge = -1
- lowest unoccupied orbital energy (eV) = 3.786

=====

Relative energies, in kJ/mol, with the most stable structure set to zero: a 305.7; b 0.0.

=====

a.
ORCA calculation (the ωB97M-V functional and the def2-TZVPD basis) on a cluster of 2 separate species, C5H11O2 in total.

Positions of all 18 atoms, in Å:
C  1.0597  -1.5401  1.1090
C  -0.1788  -2.3861  1.2125
H  1.3948  -1.2086  2.0884
H  1.7256  -1.9369  0.3498
H  0.8729  -0.5484  0.6521
H  -1.1286  -1.8220  1.2085
H  -0.2791  -2.9954  2.1100
H  -0.4612  -2.9564  0.3248
C  -0.7056  1.5286  -0.4395
C  -0.7298  1.3089  -1.9920
C  0.7751  1.8778  0.0957
O  0.8708  1.9965  1.3212
O  1.6542  1.8391  -0.8005
H  -1.4819  2.2645  -0.2497
H  -1.0568  0.5800  -0.0097
H  -0.4083  0.2994  -2.2186
H  -0.1704  2.1045  -2.4821
H  -1.7527  1.5947  -2.2798

Computed properties:
- highest occupied orbital energy (eV) = -3.92
- total charge = -1
- lowest unoccupied orbital energy (eV) = 3.839

=====

b.
ORCA calculation (the ωB97M-V functional and the def2-TZVPD basis) on a cluster of 2 separate species, C5H11O2 in total.

Positions of all 18 atoms, in Å:
C  -0.2056  -2.3216  0.0163
C  0.7452  -1.5218  0.8490
C  -0.3475  -2.0904  -1.6158
O  0.7357  -2.0977  -2.2259
O  -1.5021  -1.8992  -1.9004
H  0.0572  -3.4174  -0.0206
H  -1.1985  -2.3908  0.3177
H  1.7127  -1.2918  0.4303
H  0.9840  -2.1966  1.6362
H  0.2001  -0.6674  1.2045
C  0.2812  1.8066  0.0182
C  -0.5138  3.1339  0.3567
H  -0.4754  1.1638  -0.2405
H  0.8442  1.9347  -0.8110
H  0.8656  1.5086  0.8137
H  -0.1147  3.5933  1.3230
H  -1.5902  3.0121  0.3871
H  -0.4780  3.7420  -0.5385

Computed properties:
- highest occupied orbital energy (eV) = -3.29
- total charge = -1
- lowest unoccupied orbital energy (eV) = 3.602

=====

c.
ORCA calculation (the ωB97M-V functional and the def2-TZVPD basis) on a cluster of 2 separate species, C5H11O2 in total.

Positions of all 18 atoms, in Å:
C  1.0884  0.2194  -0.4545
C  2.4946  0.3563  -1.1792
C  0.0631  -1.0196  -0.9518
O  -0.7079  -0.6519  -1.8816
O  0.1317  -2.0115  -0.2270
H  1.2475  0.0266  0.6300
H  0.6351  1.1948  -0.3826
H  2.8626  1.3678  -1.0656
H  2.4922  0.0408  -2.3684
H  3.1391  -0.5147  -0.6556
C  -1.2414  1.4137  2.6927
C  -1.8532  1.0008  1.3135
H  -1.7536  0.9109  3.5784
H  -0.0751  1.3289  2.7096
H  -1.4580  2.4199  2.9999
H  -2.8829  0.9824  1.3237
H  -1.3564  -0.0151  1.1013
H  -1.5502  1.7406  0.4729

Computed properties:
- highest occupied orbital energy (eV) = -3.71
- total charge = -1
- lowest unoccupied orbital energy (eV) = 3.794

=====

Relative energies, in kJ/mol, with the most stable structure set to zero: a 0.0; b 60.2; c 69.2.

=====

a.
ORCA calculation (the ωB97M-V functional and the def2-TZVPD basis) on a cluster of 2 separate species, C5H11O2 in total.

Positions of all 18 atoms, in Å:
C  0.9473  2.7168  -1.3587
C  1.9471  1.5710  -1.1155
C  -0.4018  2.4011  -0.7198
H  1.3740  3.6854  -1.0782
H  0.7881  2.8129  -2.4377
H  1.4923  0.8992  -0.3896
H  -0.3266  1.7964  0.1811
H  -1.0240  3.2795  -0.5148
H  2.9296  1.8191  -0.7048
H  2.1565  1.0010  -2.0192
H  -1.0312  1.8822  -1.4460
C  -0.2495  -1.8495  -0.4348
C  -0.7184  -1.8616  1.0274
O  0.0251  -1.2417  1.8218
O  -1.8266  -2.3958  1.2534
H  -0.9397  -2.3695  -1.1048
H  0.7513  -2.2450  -0.6335
H  -0.1874  -0.7952  -0.7289

Computed properties:
- highest occupied orbital energy (eV) = -3.79
- total charge = -1
- lowest unoccupied orbital energy (eV) = 3.609

=====

b.
ORCA calculation (the ωB97M-V functional and the def2-TZVPD basis) on a cluster of 2 separate species, C5H11O2 in total.

Positions of all 18 atoms, in Å:
C  -1.3014  1.9610  -0.8378
C  -0.0158  2.1557  -1.7061
O  -0.1173  3.0374  -2.5960
O  0.9537  1.4138  -1.4353
H  -1.0153  1.6443  0.1699
H  -1.9526  1.2878  -1.3935
H  -1.7616  2.9389  -0.6665
C  0.7572  -0.9902  1.2254
C  -0.7473  -1.1176  0.9808
C  1.5228  -1.8053  0.2069
H  0.9844  0.0799  1.2617
H  1.0061  -1.3295  2.2331
H  -1.1259  -2.1288  1.1480
H  -0.9625  -0.7230  -0.0173
H  1.3140  -1.3888  -0.7784
H  2.6009  -1.7316  0.3383
H  -1.3255  -0.4666  1.6419
H  1.1861  -2.8373  0.2249

Computed properties:
- highest occupied orbital energy (eV) = -3.87
- total charge = -1
- lowest unoccupied orbital energy (eV) = 3.848

=====

Relative energies, in kJ/mol, with the most stable structure set to zero: a 24.2; b 0.0.